1.
ORCA calculation (ωB97M-V/def2-TZVPD) on a cluster of 2 separate species, C18H34BClF2IN2O5P in total at a distorted geometry.

Geometry as XYZ:
```
65
C18H34BClF2IN2O5P ωB97M-V/def2-TZVPD
C 0.14749 -1.55912 -4.38353
F -0.39684 4.20079 6.77544
H 2.40644 -3.36294 -3.48460
H 2.89234 -1.66634 -3.67959
O -1.80492 2.50301 6.93270
H 1.83117 0.07606 -2.31657
H -1.14917 -3.70023 -4.80896
C -0.88988 -3.73394 -3.75167
H 1.02942 -0.59872 1.57826
C -2.94440 -2.90738 -2.81621
C -0.30515 -1.34200 -0.94251
C 0.14739 -2.32350 -2.00392
H 0.67808 4.87153 1.55117
C -0.63484 1.36165 3.88009
H 3.23500 1.67982 3.42852
Cl -0.26998 -1.90328 3.00808
O 0.87473 3.38678 4.42516
N -0.61576 -2.31237 -3.31817
H 3.37308 -2.87907 -4.85776
O -0.48152 3.50204 2.55450
H 1.13136 0.16886 4.01157
H 0.00335 -4.33427 -3.60263
C -2.02120 -1.74711 -3.19990
H 1.19353 -2.15270 -2.23482
H -2.59524 -5.00948 -3.34988
H 1.47272 1.60632 -1.52855
H 1.37937 5.28141 3.76011
O -3.28194 3.22988 3.43989
C -0.07880 0.14274 -1.23605
P 3.33658 3.83751 3.63805
N -1.53599 3.65932 4.90123
C 1.38872 0.52603 -1.42338
C 1.30926 -2.28794 -5.04615
H -1.55179 1.13087 3.34832
C 1.49171 4.21718 3.53686
H 0.25910 -1.59353 -0.04146
O 3.33132 2.28431 4.16593
B -0.47889 2.98509 3.92049
H -0.76652 0.92943 4.86803
C 0.76545 3.99488 2.18406
C 0.19696 -0.35382 2.22247
C 0.57645 0.69054 3.24222
H 1.60432 -1.65243 -5.88353
H -0.63280 -0.03237 1.61178
H -1.34862 -1.52672 -0.67285
H -0.57594 -1.32526 -5.16238
F -3.70045 3.83760 5.51868
H 1.26054 1.40506 2.80100
C -1.30702 3.37109 6.24861
C -2.07236 -4.16537 -2.90760
H -2.28727 -1.36119 -4.17941
H -1.74605 -4.47500 -1.91489
H -3.36197 -2.78398 -1.81934
H 0.07542 -3.33433 -1.60759
H -0.47266 0.70540 -0.39233
H -3.78327 -2.95306 -3.50737
H -2.04580 -0.92252 -2.50128
H 1.98920 0.22811 -0.56226
H -0.64856 0.47434 -2.11036
H 0.46503 -0.61894 -3.93456
I 4.00718 3.66793 1.24438
H 1.24841 3.23282 1.56768
C -2.84297 3.51092 4.52432
C 2.55979 -2.56129 -4.20779
H 0.96767 -3.21914 -5.49977
```

Calculated values
E_tot = -2515.887402 Ha
Frontier orbital gap = 0.2482 Eh
HOMO level = -7.62 eV


2.
ORCA calculation (ωB97M-V/def2-TZVPD) on a cluster of 7 separate species, C32H54Cl4F4N3O4S2 in total at a distorted geometry.

Geometry as XYZ:
```
103
C32H54Cl4F4N3O4S2 ωB97M-V/def2-TZVPD
O 6.09362 11.64894 21.72980
C 4.45734 11.33926 25.90883
H 2.16196 8.91588 26.10813
C 3.68021 16.03303 16.58152
C 9.82948 14.67292 17.98876
O 4.13170 13.85925 21.82089
Cl 1.77436 13.67463 18.35224
H 4.15856 7.93808 17.90799
C 3.79176 10.36922 16.27458
H 5.09101 17.64378 16.98641
H 6.89429 6.60658 17.41268
C 5.04883 16.55250 16.95996
H 8.54851 15.99718 15.01615
H 2.75618 13.54490 20.56602
C 2.89083 18.27248 20.70375
H 6.49945 12.84385 15.26073
H 6.43977 9.56912 18.21681
C 7.88388 17.66085 16.79506
H 6.10771 14.91026 15.93363
H 6.15813 16.48779 15.12452
H 3.45792 16.10418 15.51662
H 3.54463 20.00847 17.33567
C 4.27213 10.26805 14.85507
N 7.53001 16.19159 16.76608
H 5.19716 11.92827 26.43763
C 5.15644 11.45710 14.47619
C 1.82098 18.71245 19.94794
H 1.95951 15.09151 20.20518
C 5.73567 11.78297 16.97284
H 6.83337 16.27179 18.77006
C 6.22938 11.81741 15.49885
H 6.47458 9.34540 24.44276
S 5.26328 14.27831 21.01970
C 4.39652 19.08272 19.06206
H 3.02243 11.13593 16.39092
F 4.62563 15.52318 20.15996
H 7.08870 11.15549 15.37676
H 6.32931 7.07564 18.98316
H 4.93370 7.67507 16.30954
F 6.85061 11.38170 19.52287
N 4.92557 10.54581 17.22413
C 2.79580 9.87731 24.28876
C 7.48369 15.63823 18.17061
C 3.56192 10.89417 23.74923
H 6.54475 11.84921 17.69762
H 1.22792 19.63138 18.07711
C 1.88553 14.01244 20.11638
H 0.82147 18.47208 20.28554
H 3.82124 11.67653 18.55332
H 10.41584 16.33708 16.60109
C 5.09176 7.95515 17.34954
S 6.67229 12.44766 20.69095
H 5.06369 12.62659 17.14343
H 4.53121 12.35818 14.46091
C 8.83699 15.47460 18.84176
H 6.48124 9.29799 16.48892
H 3.26122 9.45321 16.53436
H 4.98148 9.43174 14.81142
H 5.33350 5.99390 18.02216
C 3.61052 10.41041 26.50603
C 3.33986 19.49208 18.26499
H 7.74063 18.00768 15.77024
H 10.58312 14.74022 16.00747
H 10.80063 14.68608 18.47887
H 8.17994 14.45128 15.66651
C 8.55458 15.43321 15.95262
H 3.53388 9.90077 18.80161
Cl 8.59222 8.33215 24.07380
C 4.44649 11.59685 24.53867
C 5.99301 6.85988 17.96854
C 2.84886 9.62748 25.66449
C 6.18598 15.98372 16.09010
C 4.25542 10.67576 18.57709
H 2.89700 16.55792 17.12766
H 6.94719 14.69820 18.01394
F 2.12485 9.00941 23.51293
H 2.76027 17.79021 21.66277
F 5.65156 19.40837 18.63032
C 5.82304 9.31144 17.35813
H 7.13095 18.20221 17.36360
H 9.47315 13.64531 17.90989
Cl 7.98800 10.38353 26.03509
H 5.58593 11.25916 13.49631
H 8.63421 15.10448 19.84650
O 8.01412 12.95460 20.79314
C 2.04635 19.30268 18.70263
H 8.90171 17.83701 17.11889
H 7.66721 10.47685 23.76942
H 5.17906 16.28013 18.00992
H 3.66897 10.17035 27.55742
H 5.03991 10.79250 19.32396
Cl 0.43429 13.58771 21.00788
C 4.19610 18.56885 20.31473
H 3.47310 11.05978 22.68155
N 5.54724 13.38433 19.80344
H 3.69162 15.01884 16.99342
H 5.00404 18.29632 20.98058
O 6.31664 15.02377 21.66099
C 9.92213 15.36600 16.61208
H 9.18486 16.50193 18.99201
C 7.51379 9.65568 24.46233
H 3.45407 10.01518 14.18519
H 5.10970 12.31767 24.08468
```

Calculated values
E_tot = -4753.242150 Ha
Net charge = +1
Frontier orbital gap = 0.2970 Eh
HOMO level = -10.32 eV


3.
ORCA calculation (ωB97M-V/def2-TZVPD) on a cluster of 2 separate species, C6H10O in total at a distorted geometry.

Geometry as XYZ:
```
17
C6H10O ωB97M-V/def2-TZVPD
H 2.04290 4.64161 1.34016
H -1.75089 -1.64534 -0.48123
H -0.45125 -4.03378 2.31236
H 3.16991 5.58766 0.64292
C -1.48519 0.70756 -2.10945
O 2.94827 4.90284 1.28943
C -0.34566 -2.45385 0.88820
H 0.68771 -2.23115 1.19069
C -0.01021 -0.34456 -0.33224
C -0.85072 -3.62221 1.38659
H -2.23565 -0.07936 -2.19658
H -1.72698 1.58439 -2.70144
C -0.30490 0.48478 -1.46857
H 0.76549 0.05111 0.31201
C -0.79446 -1.44681 -0.00627
H -1.60757 -4.26690 0.95579
H 0.52014 1.15171 -1.74076
```

Calculated values
E_tot = -309.754335 Ha
Multiplicity = 2
Net charge = -1
Frontier orbital gap (alpha / beta) = 0.1312 / 0.1987 Eh
Energy above the lowest of the compared OMol25 structures with the same formula, charge and spin = 21.22 kcal/mol
HOMO level (alpha / beta) = -0.61 / -2.46 eV


4.
ORCA calculation (ωB97M-V/def2-TZVPD) on a structure of composition C30H62BCrN6P2S at a distorted geometry.

Geometry as XYZ:
```
103
C30H62BCrN6P2S ωB97M-V/def2-TZVPD
C -3.22151 1.37663 0.85062
H 1.92531 -0.66193 -0.17170
H -3.75853 -2.18158 4.33713
N 0.24152 1.63134 1.92132
B 0.26793 1.16949 0.55141
H -0.35919 1.59354 -5.62562
C -1.98819 -0.51114 5.36257
H -0.54678 -2.87413 5.04206
H 1.61951 -1.38734 -2.45339
C -2.75951 -2.43263 3.86932
H 1.32017 3.63033 -1.77135
H -3.21132 0.53549 0.14777
C 1.33118 5.06513 2.97386
H 5.84537 1.43533 -3.09024
C -3.28683 2.14275 3.20199
H -5.32611 0.50114 2.35559
H -3.30708 -5.90842 -3.01351
N -3.21498 -4.87532 -1.14822
H 2.21527 4.09120 -4.36088
H 1.87370 1.61402 -6.48871
H 4.57529 1.04709 -4.28604
H -0.13243 2.66822 -2.03449
H -0.05205 -2.69368 3.34442
H -3.71544 -4.10940 -1.57912
H -0.77721 1.47447 -3.94384
C 4.80194 1.02258 -3.21068
C 0.02865 1.26298 -4.64007
H -1.39958 -4.72058 1.45066
H 1.55778 -3.51870 0.74347
N -0.38615 -1.13044 -1.59886
C 1.62713 5.52477 1.75209
C -0.34687 -2.10549 4.26841
H 4.10906 3.54160 -4.00800
C 4.19364 1.78532 -0.95725
H 0.48699 -1.48660 4.55796
H 0.43933 3.93548 -3.96840
Cr -0.61014 -1.06474 0.37858
C 0.85717 3.75774 3.15247
H 0.58867 3.49279 4.16543
S -2.42553 -2.64868 0.03818
H 2.09348 6.50475 1.61747
H 0.39130 -2.43009 -3.17285
H 0.34137 -3.86062 -1.10764
C -2.49336 -4.46980 -0.10848
H -3.62323 -6.91030 -1.59922
H 0.38348 0.56206 3.72429
C 2.30437 1.47743 -5.53670
H -4.19698 1.86739 0.71817
H -1.97302 -1.23490 6.19770
C -0.35360 1.05370 3.07921
C 1.37703 1.98793 -4.38577
H 1.00572 3.75109 -5.54429
N 0.79833 2.35393 -0.15631
H -1.87494 -6.95210 1.86174
H -1.96207 -6.39003 -1.88187
C 3.81178 1.94814 -2.43021
H -2.88946 -2.62652 2.79490
H -2.69152 -7.19013 0.33001
P 1.94463 1.45058 -2.66113
C 1.18319 -3.21264 -1.33132
C 1.55458 4.72523 0.62620
C -1.80706 -6.75487 0.81632
C 0.89396 2.61663 -1.58395
H 4.18738 0.71590 -0.67744
H 1.78493 5.03860 -0.35781
H -4.30313 2.49447 3.05148
H 5.20231 2.13681 -0.74641
H -2.57601 2.95423 2.91444
H 3.48250 2.36347 -0.31561
C 4.11070 3.43858 -2.88765
H 1.91678 -3.75707 -1.93202
C -3.02382 -6.10020 -1.98048
H 4.75009 -0.01712 -2.91184
C 0.71174 -2.04578 -2.19051
C 1.27265 3.52888 -4.48938
H 3.24608 2.02500 -5.50179
H -2.91383 0.07068 5.32950
H -4.36835 -0.95438 1.99343
H -0.86408 1.81086 3.71093
C 0.75234 2.95885 2.04591
H 3.39226 4.13545 -2.42693
H -1.19392 0.18527 5.57487
H 2.97391 -2.84028 -0.10086
N 1.44504 -1.41494 0.41423
H -3.19341 1.95564 4.28330
H -0.87552 -7.21223 0.43101
N -1.77621 -5.28413 0.70695
H 1.80889 -1.26461 1.37413
C 1.87778 -2.77248 0.00336
C -1.70736 -1.34682 4.09358
P -1.58434 -0.22247 2.51270
H -2.46093 -3.32519 4.46002
H 1.49279 5.67227 3.83436
H -2.44977 2.12695 0.64265
H 5.14056 3.74213 -2.60384
C -4.39216 -0.04350 2.58880
H -0.17643 -0.15696 -1.79976
H -4.43727 -0.33763 3.64980
C -3.15308 0.87731 2.29224
H -1.28314 -1.40433 -1.99420
H 0.18500 0.16500 -4.69970
H 2.58713 0.44366 -5.43762
C 1.11373 3.40456 0.76494
```

Calculated values
E_tot = -3658.883054 Ha
Multiplicity = 5
Net charge = +1
Frontier orbital gap (alpha / beta) = 0.2510 / 0.2724 Eh
HOMO level (alpha / beta) = -8.91 / -9.58 eV